1.
This record from the OMol25 dataset describes a 2-piece molecular cluster, C13H19F3O2S2 overall. The level of theory is ωB97M-V/def2-TZVPD.

Atoms and positions in Å:
C: 0.353 1.226 -3.121
C: 0.195 0.521 -1.792
C: 0.087 1.554 -0.688
O: 1.366 -0.311 -1.762
S: 2.143 -0.681 -0.309
C: 3.442 -1.501 -1.307
F: 3.805 -0.754 -2.391
F: 4.547 -1.733 -0.559
F: 2.979 -2.699 -1.794
C: -1.007 -0.440 -1.813
C: -0.828 -1.815 -1.889
C: -1.938 -2.667 -1.921
C: -3.227 -2.136 -1.914
C: -3.411 -0.741 -1.898
C: -2.294 0.100 -1.852
H: -0.477 1.915 -3.320
H: 1.303 1.767 -3.085
H: 0.417 0.469 -3.909
H: -0.771 2.223 -0.880
H: -0.105 1.114 0.299
H: 0.984 2.181 -0.653
H: 0.166 -2.254 -1.915
H: -1.728 -3.733 -1.948
H: -4.086 -2.807 -1.934
H: -4.411 -0.308 -1.918
H: -2.388 1.187 -1.848
C: 1.173 -0.344 2.433
S: 0.083 0.707 3.055
C: -0.503 0.231 4.698
C: 0.931 2.267 3.433
O: -1.121 0.955 2.237
H: 2.173 -0.366 2.886
H: 0.769 -1.207 1.891
H: 0.328 0.202 5.409
H: -1.244 0.996 4.976
H: -0.961 -0.762 4.604
H: 1.612 2.095 4.280
H: 1.499 2.551 2.533
H: 0.145 2.997 3.688

Its LUMO energy is 0.305 eV. Its orbital gap is 8.3 eV. The strongest force on any atom comes out at 0.028 hartree/bohr. The HOMO energy is -8.010 eV.

---

2.
This record from the OMol25 dataset describes a 2-piece molecular cluster, C13H19N overall. The level of theory is ωB97M-V/def2-TZVPD.

Atoms and positions in Å:
C: 1.176 -1.922 -2.977
C: 0.040 -2.483 -2.200
C: -0.506 -3.742 -2.175
N: -1.538 -3.781 -1.269
C: -1.697 -2.546 -0.691
C: -2.514 -2.194 0.425
C: -2.435 -0.885 0.802
C: -1.563 0.012 0.136
C: -0.765 -0.355 -0.900
C: -0.736 -1.715 -1.297
H: 2.093 -2.484 -2.770
H: 1.455 -0.876 -2.771
H: 1.026 -1.908 -4.072
H: -0.082 -4.632 -2.618
H: -2.018 -4.623 -1.006
H: -3.130 -2.984 0.839
H: -3.067 -0.546 1.611
H: -1.565 1.075 0.347
H: -0.178 0.370 -1.485
C: 1.138 3.942 1.035
C: 0.865 2.485 1.429
C: 1.916 1.529 0.893
C: 0.641 2.344 2.926
H: 2.100 4.274 1.435
H: 0.325 4.610 1.302
H: 1.194 3.988 -0.068
H: -0.097 2.302 0.919
H: 2.896 1.600 1.352
H: 1.409 0.556 0.999
H: 2.002 1.862 -0.161
H: 0.135 3.223 3.343
H: -0.019 1.479 3.143
H: 1.499 2.026 3.526

Its LUMO energy is 0.914 eV. The value obtained for the energy relative to the best compared isomer or geometry (same formula, charge and spin) is 16.8 kcal per mole. Its orbital gap is 8.8 eV. The strongest force on any atom comes out at 0.040 hartree/bohr. The HOMO energy is -7.849 eV.

---

3.
This record from the OMol25 dataset describes one molecule with the formula C13H19N3O3. The level of theory is ωB97M-V/def2-TZVPD.

Atoms and positions in Å:
C: 1.987 -1.257 2.510
O: 2.913 -1.482 1.387
C: 2.270 -1.272 0.081
C: 2.985 -0.040 -0.790
C: 2.228 1.424 -0.523
C: 0.941 1.485 -1.536
C: -0.426 2.115 -0.887
C: 0.046 3.442 0.004
N: 0.119 4.485 0.791
C: -1.281 1.094 0.068
C: -2.113 2.069 1.143
N: -2.871 2.857 1.877
N: -2.337 0.278 -0.640
C: -1.789 -0.534 -1.792
C: -1.409 -2.157 -1.714
O: -1.613 0.022 -3.023
C: -3.133 -0.593 0.343
C: -2.461 -1.274 1.710
O: -4.437 -0.845 0.060
H: 2.610 -0.698 3.350
H: 1.071 -0.570 2.268
H: 1.599 -2.281 2.983
H: 2.366 -2.301 -0.514
H: 1.125 -1.029 0.127
H: 4.124 -0.024 -0.486
H: 2.942 -0.344 -1.943
H: 3.033 2.246 -0.817
H: 1.973 1.518 0.616
H: 1.260 2.206 -2.432
H: 0.823 0.421 -2.010
H: -1.117 2.505 -1.766
H: -0.530 0.482 0.725
H: -2.273 -2.774 -1.167
H: -0.362 -2.362 -1.227
H: -1.417 -2.570 -2.834
H: -3.329 -1.723 2.365
H: -1.663 -2.068 1.366
H: -1.853 -0.454 2.326

Its LUMO energy is -0.890 eV. The value obtained for the energy relative to the best compared isomer or geometry (same formula, charge and spin) is 267.4 kcal per mole. Its orbital gap is 9.4 eV. The strongest force on any atom comes out at 0.246 hartree/bohr. The HOMO energy is -10.332 eV.

---

4.
This record from the OMol25 dataset describes one molecule with the formula C13H19N5OS2. The level of theory is ωB97M-V/def2-TZVPD.

Atoms and positions in Å:
C: 2.336 -3.268 1.464
C: 2.083 -1.768 1.549
C: 0.991 -1.437 2.563
C: 0.685 0.068 2.605
C: 0.088 0.527 1.328
N: 0.752 1.010 0.318
N: -0.110 1.269 -0.680
C: -1.299 0.926 -0.267
S: -2.783 1.021 -1.166
C: -2.133 1.120 -2.864
C: -1.372 2.408 -3.065
O: -1.893 3.497 -3.052
N: -0.021 2.299 -3.294
C: 0.806 1.214 -3.174
N: 0.487 -0.025 -3.325
C: 1.552 -0.842 -3.135
C: 2.724 -0.222 -2.858
S: 2.503 1.485 -2.815
N: -1.243 0.440 1.009
C: -2.363 0.030 1.815
C: -3.056 1.232 2.449
H: 3.123 -3.481 0.746
H: 1.435 -3.792 1.150
H: 2.639 -3.660 2.433
H: 1.793 -1.387 0.568
H: 3.004 -1.258 1.837
H: 0.083 -1.991 2.310
H: 1.310 -1.757 3.558
H: 1.614 0.620 2.755
H: 0.008 0.289 3.432
H: -3.024 1.122 -3.491
H: -1.511 0.247 -3.054
H: 0.450 3.197 -3.304
H: 1.405 -1.903 -3.221
H: 3.687 -0.654 -2.681
H: -2.001 -0.656 2.585
H: -3.065 -0.501 1.165
H: -3.895 0.897 3.052
H: -3.427 1.899 1.674
H: -2.364 1.783 3.082

Its LUMO energy is 0.608 eV. The value obtained for the energy relative to the best compared isomer or geometry (same formula, charge and spin) is 1.4 kcal per mole. Its orbital gap is 8.8 eV. The strongest force on any atom comes out at 0.022 hartree/bohr. The HOMO energy is -8.203 eV.

---

5.
This record from the OMol25 dataset describes C13H19N7O5STi as an isolated structure. The level of theory is ωB97M-V/def2-TZVPD.

Atoms and positions in Å:
Ti: 2.398 -1.212 0.390
C: 0.912 1.070 -4.207
N: 1.011 1.272 -2.773
C: -0.232 1.721 -2.180
C: 1.784 0.402 -2.015
N: 1.406 -0.199 -0.915
N: 3.076 0.256 -2.483
C: 4.076 -0.497 -1.929
N: 5.315 -0.342 -2.528
N: 3.861 -1.297 -0.910
H: 0.635 2.016 -4.672
H: 0.148 0.323 -4.452
H: 1.862 0.742 -4.622
H: -0.623 2.527 -2.800
H: -0.033 2.106 -1.180
H: -0.982 0.925 -2.117
H: 0.432 -0.030 -0.655
H: 3.350 0.928 -3.187
H: 5.346 -0.031 -3.487
H: 6.007 -1.038 -2.302
H: 4.672 -1.859 -0.651
O: 1.487 -3.070 5.920
C: 1.681 -2.689 4.791
C: 2.926 -2.982 3.948
O: 3.896 -3.632 4.307
C: 2.666 -2.308 2.690
C: 1.451 -1.598 2.724
O: 1.175 -0.857 1.675
C: 0.731 -1.822 3.960
O: -0.385 -1.455 4.301
O: 3.369 -2.225 1.580
C: -3.896 -0.074 2.600
N: -4.026 0.708 1.404
C: -5.289 1.300 1.013
C: -4.932 2.054 -0.278
N: -3.677 1.432 -0.655
C: -3.132 0.758 0.401
S: -1.633 0.078 0.420
H: -4.118 0.544 3.472
H: -2.873 -0.444 2.677
H: -4.587 -0.921 2.583
H: -5.665 1.967 1.793
H: -6.041 0.520 0.833
H: -4.802 3.126 -0.090
H: -5.674 1.925 -1.069
H: -3.073 1.880 -1.325

Its LUMO energy (spin up / spin down) is -0.344 / -0.364 eV. The value obtained for the energy relative to the best compared isomer or geometry (same formula, charge and spin) is 67.5 kcal per mole. Its orbital gap (spin up / spin down) is 4.8 / 5.1 eV. The strongest force on any atom comes out at 0.082 hartree/bohr. The HOMO energy (spin up / spin down) is -5.191 / -5.491 eV.

---

6.
This record from the OMol25 dataset describes one molecule with the formula C13H19NOS. The level of theory is ωB97M-V/def2-TZVPD.

Atoms and positions in Å:
C: -3.281 -0.191 -2.259
C: -3.122 0.407 -0.866
C: -2.564 -0.620 0.117
C: -2.550 -0.137 1.567
C: -1.660 1.087 1.797
N: -0.280 0.840 1.454
C: 0.311 1.402 0.379
O: -0.235 2.231 -0.325
C: 1.736 1.002 0.153
C: 2.620 2.025 -0.171
C: 3.957 1.770 -0.408
C: 4.423 0.469 -0.331
C: 3.555 -0.566 -0.034
C: 2.209 -0.315 0.200
S: 1.080 -1.644 0.533
C: 1.904 -3.094 -0.184
H: -3.967 -1.037 -2.240
H: -2.320 -0.537 -2.632
H: -3.670 0.551 -2.952
H: -4.093 0.762 -0.510
H: -2.447 1.261 -0.927
H: -1.549 -0.886 -0.182
H: -3.170 -1.528 0.066
H: -3.565 0.121 1.876
H: -2.200 -0.952 2.205
H: -1.990 1.922 1.178
H: -1.716 1.383 2.850
H: 0.210 0.142 1.990
H: 2.226 3.028 -0.237
H: 4.630 2.577 -0.653
H: 5.466 0.250 -0.506
H: 3.939 -1.572 0.018
H: 1.137 -3.861 -0.243
H: 2.266 -2.853 -1.179
H: 2.711 -3.435 0.458

Its LUMO energy is 0.597 eV. The value obtained for the energy relative to the best compared isomer or geometry (same formula, charge and spin) is 4.6 kcal per mole. Its orbital gap is 9.1 eV. The strongest force on any atom comes out at 0.011 hartree/bohr. The HOMO energy is -8.469 eV.